Entry from OMol25: one molecule with the formula C11H9F3N4OS (the ωB97M-V functional and the def2-TZVPD basis).

Output
frontier orbital gap	0.350	hartree
structure (SMILES)	O=C(CSc1cn[nH]n1)Nc1ccccc1C(F)(F)F
net charge	0
total energy	-38549.174	eV
LUMO level	0.69	eV

Last column: natural (NBO) charge in e.
Cartesian coordinates (Å):
O1 0.021 1.514 -2.653  -0.598
C1 0.201 1.597 -1.461  0.684
N1 0.585 0.582 -0.643  -0.646
C2 0.827 -0.745 -0.985  0.266
C3 1.045 -1.132 -2.306  -0.260
C4 1.307 -2.452 -2.618  -0.168
C5 1.363 -3.417 -1.625  -0.237
C6 1.142 -3.054 -0.311  -0.158
C7 0.872 -1.730 0.015  -0.216
C8 0.598 -1.373 1.446  0.975
F1 1.459 -0.452 1.936  -0.332
F2 0.661 -2.416 2.277  -0.315
F3 -0.630 -0.835 1.615  -0.332
H1 1.174 -3.795 0.472  0.231
H2 1.572 -4.446 -1.870  0.218
H3 1.473 -2.727 -3.648  0.219
H4 0.998 -0.387 -3.081  0.259
H5 0.668 0.834 0.336  0.422
C9 -0.004 2.938 -0.764  -0.623
H6 -1.030 3.262 -0.947  0.268
H7 0.675 3.664 -1.215  0.259
S1 0.304 3.008 1.025  0.280
C10 -1.143 2.225 1.603  -0.090
N2 -2.070 1.714 0.800  -0.278
N3 -2.970 1.224 1.627  -0.150
N4 -2.701 1.371 2.900  -0.212
C11 -1.546 2.005 2.935  -0.102
H8 -1.057 2.273 3.846  0.225
H9 -3.793 0.747 1.295  0.412

Atoms 1-2, force components in eV/Å:
O -0.07 0.05 -0.34
C -0.02 0.08 0.33